Molecular formula: C7H9FN2
Method: DFT, ωB97M-V/def2-TZVPD

As for the total charge: 0. The calculation puts the HOMO energy at -0.332 Ha. The value obtained for the total energy is -13098.115 eV. The value obtained for the HOMO-LUMO gap is 10.01 eV.

Last column: Löwdin charge in e.
Geometry (Å):
C (1.287, 1.413, -0.895)  -0.07
C (2.571, 1.084, -0.595)  -0.19
C (0.596, 0.375, -0.291)  -0.07
C (-2.092, -0.198, 0.877)  -0.09
C (-2.259, 1.221, 0.172)  -0.06
C (-1.373, 0.150, -0.386)  -0.35
C (1.190, -1.976, 0.401)  -0.01
N (2.598, -0.087, 0.024)  0.04
N (1.369, -0.610, 0.117)  -0.19
F (-1.644, -0.486, -1.564)  0.02
H (0.697, 2.147, -1.441)  0.10
H (3.568, 1.693, -0.622)  0.14
H (-1.569, -0.305, 1.840)  0.10
H (-3.062, -0.826, 0.789)  0.13
H (-3.193, 1.170, -0.503)  0.13
H (-1.859, 2.142, 0.549)  0.09
H (1.765, -2.291, 1.260)  0.09
H (0.096, -2.073, 0.739)  0.11
H (1.315, -2.543, -0.471)  0.08